11
Properties=species:S:1:pos:R:3 method="wB97M-V/def2-TZVPD" homo_lumo_gap_ev=8.30 relative_energy_ev=5.542 lumo_energy_ev=-0.11 energy_ev=-6183.003
C 1.335 0.908 -1.000
N -0.156 1.012 0.802
N 0.278 0.863 -1.714
C -0.716 -0.106 0.971
C -0.977 -1.405 0.877
H -0.014 -0.097 -1.910
H 1.762 1.881 -0.777
H 1.865 0.034 -0.611
H -1.228 0.793 1.697
H -0.729 -1.937 -0.030
H -1.419 -1.947 1.695